(1)
The following is a quantum chemistry calculation of 2 unconnected molecules or ions with the total composition C9H14, from the OMol25 dataset.

The lowest unoccupied orbital energy is 1.0347 eV. The calculation puts the HOMO energy at -9.07 eV. The value obtained for the strongest force on any atom is 0.98 eV Å⁻¹. The energy relative to the best compared isomer or geometry (same formula, charge and spin) comes out at 0.309 eV. The structure (SMILES) is Cc1ccccc1.CC.

Each line ends with the natural charge from an NBO analysis.
CARTESIAN COORDINATES (ANGSTROEM)
C: 0.6039 -0.1051 2.1361  -0.6347
C: 0.1868 0.8945 1.0972  -0.0085
C: -1.1307 1.3074 0.9748  -0.2182
C: -1.5374 2.2327 0.0217  -0.2037
C: -0.5982 2.7965 -0.8353  -0.2211
C: 0.7284 2.3986 -0.7190  -0.2020
C: 1.1190 1.4798 0.2406  -0.2224
H: 0.0088 -0.0575 3.0518  0.2191
H: 1.6406 0.0751 2.4204  0.2175
H: 0.5473 -1.1425 1.8056  0.2204
H: -1.8928 0.8625 1.6036  0.2076
H: -2.5305 2.6729 0.0581  0.2132
H: -0.8712 3.4523 -1.6474  0.2123
H: 1.4504 2.7895 -1.4271  0.2096
H: 2.1593 1.1721 0.1886  0.2107
C: -0.0390 -1.8657 -1.2829  -0.6184
C: 0.1031 -3.3575 -0.9586  -0.6128
H: 0.1161 -1.6421 -2.3390  0.2075
H: -1.0393 -1.5549 -0.9682  0.2048
H: 0.5772 -1.1776 -0.6928  0.2089
H: 0.6912 -3.8494 -1.7367  0.2025
H: 0.5915 -3.5523 -0.0103  0.2038
H: -0.8846 -3.8294 -0.9813  0.2036


(2)
The following is a quantum chemistry calculation of C5H9NO in the gas phase, from the OMol25 dataset.

The lowest unoccupied orbital energy is 0.9645 eV. The calculation puts the HOMO energy at -9.36 eV. The value obtained for the strongest force on any atom is 0.41 eV Å⁻¹. The energy relative to the best compared isomer or geometry (same formula, charge and spin) comes out at 1.997 eV. The structure (SMILES) is CC(=O)[C@@H]1CN1C.

Each line ends with the natural charge from an NBO analysis.
CARTESIAN COORDINATES (ANGSTROEM)
C: -1.3949 1.2433 1.3101  -0.7255
C: -1.4874 -0.1312 0.6900  0.5841
O: -2.4242 -0.8735 0.9007  -0.5419
C: -0.3548 -0.6296 -0.1595  -0.1910
C: 0.9567 -0.8149 0.5249  -0.2346
N: 0.7813 0.2151 -0.4720  -0.3939
C: 1.4162 -0.0151 -1.7628  -0.4132
H: -1.9320 1.2407 2.2612  0.2370
H: -0.3644 1.5826 1.4389  0.2338
H: -1.8905 1.9552 0.6399  0.2440
H: -0.6450 -1.3995 -0.8748  0.2158
H: 1.5025 -1.7233 0.2740  0.1993
H: 1.0757 -0.4669 1.5493  0.2040
H: 2.3750 0.5126 -1.7891  0.2072
H: 0.7812 0.3864 -2.5582  0.2041
H: 1.6046 -1.0818 -1.9725  0.1707


(3)
The following is a quantum chemistry calculation of C6H13NO4S in the gas phase, from the OMol25 dataset.

The lowest unoccupied orbital energy is 0.5973 eV. The calculation puts the HOMO energy at -9.33 eV. The value obtained for the strongest force on any atom is 0.87 eV Å⁻¹. The energy relative to the best compared isomer or geometry (same formula, charge and spin) comes out at 0.347 eV. The structure (SMILES) is O=S1(=O)C[C@H](O)[C@H](NCCO)C1.

Each line ends with the natural charge from an NBO analysis.
CARTESIAN COORDINATES (ANGSTROEM)
O: -3.6620 -1.4060 0.0115  -0.9257
S: -2.7207 -0.4160 -0.4249  2.1525
O: -2.8902 0.1351 -1.7478  -0.9626
C: -2.5796 0.9814 0.7391  -0.6805
C: -1.1276 1.3522 0.4947  0.0820
O: -0.9548 1.9396 -0.7635  -0.7238
C: -0.3159 0.0327 0.6322  -0.0654
N: 1.0632 0.3139 0.3486  -0.6299
C: 1.9793 -0.8026 0.4241  -0.2381
C: 3.3617 -0.3465 -0.0465  -0.0654
O: 3.3796 -0.0313 -1.4164  -0.7152
C: -1.0024 -1.0093 -0.2719  -0.6941
H: -2.7761 0.6313 1.7459  0.2481
H: -3.2713 1.7646 0.4471  0.2632
H: -0.7429 2.0782 1.2184  0.2104
H: -1.5227 1.4838 -1.4088  0.4908
H: -0.3798 -0.3024 1.6757  0.1980
H: 1.1561 0.7975 -0.5405  0.3876
H: 1.6612 -1.6675 -0.1874  0.1520
H: 2.0372 -1.1303 1.4668  0.1946
H: 3.6332 0.5754 0.4697  0.1908
H: 4.1047 -1.1217 0.1864  0.1617
H: 3.1728 -0.8237 -1.9255  0.4632
H: -1.0231 -2.0090 0.1468  0.2545
H: -0.5798 -1.0194 -1.2737  0.2512


(4)
The following is a quantum chemistry calculation of C10H20OS2 in the gas phase at a distorted geometry, from the OMol25 dataset.

The lowest unoccupied orbital energy is 0.6779 eV. The calculation puts the HOMO energy at -8.40 eV. The value obtained for the strongest force on any atom is 5.06 eV Å⁻¹. The structure (SMILES) is CCCCC1([C@H](O)C(S)S)CCC1.

Each line ends with the natural charge from an NBO analysis.
CARTESIAN COORDINATES (ANGSTROEM)
C: 2.9718 2.5865 -0.6927  -0.6086
C: 1.6658 2.4478 0.0434  -0.4022
C: 1.0263 1.0920 -0.2953  -0.3959
C: -0.3502 0.8897 0.3863  -0.3810
C: -1.0734 -0.4174 -0.0745  -0.1049
C: -0.2343 -1.6466 0.0408  0.1451
O: -0.8959 -2.7934 -0.4332  -0.7082
C: 0.2856 -2.0031 1.6691  -0.5281
S: 0.4782 -3.7735 1.9863  -0.0445
S: 1.8060 -1.1886 2.2021  -0.0319
C: -1.4651 -0.1685 -1.5402  -0.4032
C: -2.8717 0.3325 -1.0920  -0.4044
C: -2.5722 -0.3077 0.3051  -0.4153
H: 3.4882 3.4579 -0.3567  0.2158
H: 2.8389 2.3794 -1.8309  0.2029
H: 3.6714 1.7683 -0.3728  0.1995
H: 0.9450 3.1442 -0.3385  0.2001
H: 1.8956 2.3864 1.1810  0.2051
H: 0.9377 1.1276 -1.3521  0.1835
H: 1.7220 0.2056 -0.0499  0.2073
H: -0.9520 1.6846 0.3007  0.1992
H: -0.1650 0.7495 1.3954  0.2075
H: 0.8095 -1.7479 -0.4908  0.2078
H: -1.6956 -2.7878 0.1449  0.4664
H: -0.5172 -1.7615 2.3041  0.2204
H: 0.4554 -4.0152 0.6358  0.1570
H: 2.7969 -1.6829 1.3557  0.1401
H: -1.6537 -1.0429 -2.2021  0.2223
H: -0.6884 0.4890 -1.9627  0.2067
H: -2.7704 1.4604 -0.9666  0.2017
H: -3.7765 -0.0798 -1.5331  0.2174
H: -2.8589 0.4147 1.1592  0.2124
H: -3.2541 -1.1994 0.4743  0.2101